Entry 1:
Below is a molecular structure, C4H11O2PTb at a distorted geometry, with properties calculated with ωB97M-V/def2-TZVPD.

Structure (XYZ):
```
19
Properties=species:S:1:pos:R:3:forces:R:3
O -2.3050 -1.3423 -0.9513 7.764 1.923 -2.730
C -1.1376 -1.0464 -1.5280 -5.487 -0.386 0.124
O -1.1898 -0.3348 -2.8472 1.816 -0.587 4.851
C 0.3572 -1.4259 -0.9729 -0.283 0.945 -0.172
C 0.5849 -1.1326 0.6359 0.790 -0.634 0.014
C -0.1661 0.2161 1.1879 -0.162 -2.777 0.220
P 0.5954 1.8133 0.4032 0.805 0.106 0.034
H -0.4436 0.3505 -2.7544 -1.278 -1.559 -1.009
H 0.5803 -2.5483 -1.2185 -0.427 2.085 0.505
H 1.1405 -0.7505 -1.5421 -1.513 -1.521 0.908
H 1.7593 -0.9703 0.7658 -2.526 -0.290 -0.041
H 0.3320 -2.0702 1.3250 0.212 1.978 -1.488
H -1.3337 0.2500 0.9594 2.064 -0.189 -0.943
H -0.0661 0.2949 2.3734 3.204 0.136 -3.377
H 1.9434 1.2700 0.5229 -0.736 0.299 -0.001
H 0.0177 2.5372 1.5437 0.328 0.055 -0.836
H -0.0795 1.6044 -0.8521 0.062 0.121 0.585
H 1.1653 3.0554 -0.0601 0.225 0.908 -0.246
Tb -1.7547 0.2296 3.0095 -4.857 -0.614 3.600
```
Positions in Å, forces in eV/Å.

Results
- Kohn-Sham gap (spin up / spin down): 0.146 / 0.246 Eh
- 2S+1: 7
- HOMO level (spin up / spin down): -0.75670 / -0.75806 Ha
- Charge: +3

***

Entry 2:
Below is 2 unconnected molecules or ions with the total composition C4H11O2S at a distorted geometry, with properties calculated with ωB97M-V/def2-TZVPD.

Structure (XYZ):
```
18
Properties=species:S:1:pos:R:3:forces:R:3
C -0.2708 -1.4244 -1.6075 0.809 2.290 -0.037
O -0.8267 -0.2479 -2.2855 -1.272 -5.409 -3.953
C 0.1633 -0.7604 -0.2983 0.941 1.813 -0.135
C 1.0290 -1.4510 0.7217 0.756 -0.024 0.360
C 0.9997 -0.8722 2.1923 -2.951 -1.136 -0.878
S 0.9084 0.9026 2.4570 0.134 0.109 -0.243
H 0.5897 -1.6708 -2.3179 -0.895 -0.235 1.344
H -0.9620 -2.3070 -1.5160 0.206 1.147 -0.257
H 0.7270 0.1176 -0.6962 0.019 -0.564 0.469
H -0.6548 -0.1829 0.1869 -0.076 -0.990 -0.136
H 0.7668 -2.5133 0.6324 0.061 -0.193 0.764
H 2.0980 -1.3991 0.4383 -0.395 0.042 -0.296
H 1.7459 -1.3640 2.7019 2.733 -0.549 0.932
H 0.1960 -1.4288 2.7508 -0.408 0.762 -0.676
H -1.1695 4.5897 -0.2120 0.288 0.315 -0.391
H -2.5847 4.4806 -0.3974 -2.018 -0.870 0.525
H -0.8805 0.5917 -1.9713 0.302 2.990 2.715
O -1.8748 4.9397 -0.7791 1.766 0.501 -0.107
```
Positions in Å, forces in eV/Å.

Results
- Kohn-Sham gap: 0.211 Eh
- HOMO level: -0.09022 Ha
- Charge: -1

***

Entry 3:
Below is 2 unconnected molecules or ions with the total composition C4H11O3 at a distorted geometry, with properties calculated with ωB97M-V/def2-TZVPD.

Structure (XYZ):
```
18
Properties=species:S:1:pos:R:3:forces:R:3
C 0.4926 -1.5722 -0.2640 -0.719 -0.369 -0.092
C 0.5295 -0.7923 1.0528 -0.104 0.880 -0.291
C 0.6076 0.7781 0.9302 0.549 -0.414 0.107
O -0.1693 1.3527 -0.0142 -0.305 -0.253 -0.520
C -0.5314 -1.1761 -1.3444 0.631 0.803 -1.236
O 0.1187 -1.0871 -2.6559 -0.261 -0.720 0.030
H 1.4712 -1.5163 -0.7383 0.080 -0.162 -0.080
H 0.2413 -2.6201 -0.0503 0.644 -0.072 0.158
H 1.4675 -1.0411 1.5621 -0.217 -0.382 0.251
H -0.3203 -1.0877 1.6767 0.006 0.081 0.046
H 0.4405 1.1708 1.9597 -0.161 -0.034 -0.101
H 1.6932 0.9978 0.7529 -0.032 -0.094 -0.060
H -0.9460 -0.1969 -1.1418 -0.229 -0.015 0.348
H -1.3082 -1.9067 -1.5745 -0.005 -0.168 0.608
H 0.5733 -0.2540 -2.7379 0.104 0.541 0.356
H -0.9036 2.3970 0.4592 0.187 0.090 0.563
H -2.2181 3.3165 1.0757 1.160 -0.331 -0.185
O -1.2386 3.2375 1.0519 -1.330 0.619 0.099
```
Positions in Å, forces in eV/Å.

Results
- Kohn-Sham gap: 0.280 Eh
- HOMO level: -0.13187 Ha
- Charge: -1

***

Entry 4:
Below is 3 unconnected molecules or ions with the total composition C4H11O4 at a distorted geometry, with properties calculated with ωB97M-V/def2-TZVPD.

Structure (XYZ):
```
19
Properties=species:S:1:pos:R:3:forces:R:3
O -0.3310 2.3947 -2.3263 -0.068 0.100 0.388
C 0.0672 1.4770 -1.6311 -0.005 0.405 -1.279
C -0.0539 0.0669 -2.1545 0.246 -0.612 -0.021
C -0.4179 -1.0148 -1.1353 0.015 0.001 0.882
C -0.6148 -0.4836 0.2909 -1.020 1.071 0.982
O 0.5272 -0.5517 1.0402 -0.277 0.205 -0.062
H 0.6374 1.7111 -0.7226 -0.063 -0.409 0.227
H 0.9067 -0.1358 -2.6472 0.160 -0.019 0.287
H -0.7459 0.0311 -2.9922 -0.279 0.480 0.019
H -1.2688 -1.6105 -1.4381 -0.507 0.152 -0.365
H 0.3627 -1.7459 -0.9887 0.508 -0.150 -0.185
H -1.0261 0.5643 0.3061 0.488 0.307 -0.857
H -1.5621 -0.8402 0.7762 0.594 -1.267 -0.074
H 1.0635 -2.3226 2.7094 0.513 -0.986 0.232
H 0.4213 -1.1247 2.5083 -0.296 0.068 0.699
O 0.5624 -1.7689 3.3038 -0.206 0.708 -0.836
H 0.6747 1.0079 1.5795 0.442 -0.146 -0.011
H -0.0380 2.3684 1.7191 -0.003 0.119 0.067
O 0.8352 1.9773 1.8022 -0.244 -0.027 -0.093
```
Positions in Å, forces in eV/Å.

Results
- Kohn-Sham gap: 0.298 Eh
- HOMO level: -0.15842 Ha
- Charge: -1

***

Entry 5:
Below is C4H11OP in the gas phase at a distorted geometry, with properties calculated with ωB97M-V/def2-TZVPD.

Structure (XYZ):
```
17
Properties=species:S:1:pos:R:3:forces:R:3
C -2.6430 -0.1207 -0.1606 0.574 1.633 1.528
C -1.3376 0.6553 -0.4111 -0.795 -1.225 0.490
C -0.1518 -0.2330 -0.0081 0.871 -1.754 -0.708
P 1.4632 0.6473 -0.3707 0.045 -2.422 0.133
C 2.6421 -0.8429 -0.0963 0.905 3.095 0.727
O 1.6405 1.3781 1.0975 -0.444 1.584 0.143
H -3.4934 0.5768 -0.1012 0.103 -0.567 -0.094
H -2.5027 -0.6592 0.7693 -0.433 0.078 0.493
H -2.7614 -0.8671 -0.8704 -0.538 -1.235 -1.655
H -1.3777 0.9207 -1.4898 0.701 0.358 0.821
H -1.3515 1.4958 0.2978 0.129 0.281 -0.707
H -0.1235 -1.2671 -0.5305 -0.233 1.703 0.134
H -0.1610 -0.6039 1.0615 -0.129 1.019 -0.819
H 2.7234 -1.5209 -0.8674 -0.621 -1.402 -2.149
H 3.6658 -0.4080 -0.1327 -0.495 -0.001 0.417
H 2.5661 -1.4164 0.8006 -0.448 -0.048 0.921
H 1.2026 2.2653 1.0121 0.810 -1.098 0.326
```
Positions in Å, forces in eV/Å.

Results
- Kohn-Sham gap: 0.358 Eh
- HOMO level: -0.32113 Ha
- SMILES: CCCP(C)O

***

Entry 6:
Below is 2 unconnected molecules or ions with the total composition C4H11OS at a distorted geometry, with properties calculated with ωB97M-V/def2-TZVPD.

Structure (XYZ):
```
17
Properties=species:S:1:pos:R:3:forces:R:3
C 2.9751 1.1805 -0.3936 -1.161 -0.480 0.062
C 1.8355 0.2220 -0.8711 0.822 0.214 0.320
S 1.3388 -0.9204 0.5024 -0.100 0.299 -0.800
H 2.7291 1.3792 0.6498 0.358 0.258 0.051
H 3.9373 0.6774 -0.4584 0.114 0.068 0.084
H 2.9786 2.1180 -0.9561 0.188 0.027 -0.105
H 2.2291 -0.2894 -1.7571 -0.214 -0.345 0.113
H 1.0032 0.8251 -1.2396 -0.205 -0.007 0.212
H -0.9058 -1.0939 -0.0227 0.013 -0.109 0.068
C -2.2753 0.1165 0.6188 -0.161 0.641 0.623
O -1.8929 -1.0347 -0.0886 0.186 0.113 -0.195
C -3.1574 1.0385 -0.2440 0.401 -0.921 -0.870
H -2.8263 -0.2023 1.5170 0.036 0.184 -0.002
H -1.3974 0.6792 0.9570 0.057 -0.204 -0.024
H -3.1095 2.1161 -0.1035 0.076 -0.003 0.612
H -2.7534 0.8646 -1.2502 -0.345 0.123 -0.046
H -4.1932 0.6966 -0.2275 -0.064 0.144 -0.103
```
Positions in Å, forces in eV/Å.

Results
- Kohn-Sham gap: 0.246 Eh
- HOMO level: -0.10164 Ha
- Charge: -1

***

Entry 7:
Below is 2 unconnected molecules or ions with the total composition C4H11OS at a distorted geometry, with properties calculated with ωB97M-V/def2-TZVPD.

Structure (XYZ):
```
17
Properties=species:S:1:pos:R:3:forces:R:3
C -1.5918 1.4776 1.2853 -0.714 -1.261 0.022
O -0.4934 0.9678 0.6924 0.409 1.105 0.363
H -2.4967 1.0353 0.7993 -0.444 0.335 0.030
H -1.7605 1.1883 2.3604 0.304 -0.014 0.063
H -1.7691 2.5672 1.3070 0.293 0.459 -0.297
C 0.3768 -1.7263 0.5822 -0.853 -0.110 -0.288
C -0.0934 -1.3359 -0.8486 -0.313 1.248 0.692
S 1.2393 -0.8471 -1.9763 0.436 0.363 0.152
C 1.6211 0.8724 -1.3270 -0.796 -0.837 -0.459
H -0.4154 -2.3489 1.0709 0.775 0.087 -0.382
H 0.4264 -0.8228 1.2035 0.072 -0.055 -0.426
H 1.3511 -2.2046 0.5304 0.008 -0.473 0.206
H -0.5571 -0.3148 -0.7158 -0.420 -1.166 0.182
H -0.7819 -2.0727 -1.3154 0.632 0.471 0.095
H 0.8273 1.5703 -1.6143 0.244 -0.160 -0.326
H 1.5313 0.8915 -0.2369 0.571 -0.156 -0.122
H 2.5859 1.1026 -1.7971 -0.203 0.166 0.496
```
Positions in Å, forces in eV/Å.

Results
- Kohn-Sham gap: 0.229 Eh
- HOMO level: -0.09879 Ha
- Charge: -1

***

Entry 8:
Below is 2 unconnected molecules or ions with the total composition C4H11OS at a distorted geometry, with properties calculated with ωB97M-V/def2-TZVPD.

Structure (XYZ):
```
17
Properties=species:S:1:pos:R:3:forces:R:3
C -0.4134 2.0202 0.9255 2.168 1.413 3.698
C -1.5399 -0.6651 -0.4695 1.012 -1.589 -1.897
C 1.0970 -2.2930 -0.8286 1.612 -0.739 -1.447
C 0.6285 2.6876 0.4271 1.622 -1.665 -1.285
O 0.6235 -0.6701 0.9514 0.756 -1.461 -0.113
S 0.2809 -0.7400 -0.6138 -0.438 1.263 1.216
H 0.3511 0.1495 1.3432 -0.212 1.488 0.291
H -1.1996 1.8869 0.3129 -2.693 -0.223 -1.769
H -0.5925 1.7944 2.0305 0.452 0.315 -1.470
H -1.7268 0.3417 -0.1397 -0.212 -0.146 0.119
H -1.9061 -1.4848 0.1107 -0.211 -0.182 0.804
H -1.8799 -0.8380 -1.4946 -0.246 0.364 0.018
H 1.9530 -1.9979 -1.5446 -1.238 -0.594 1.120
H 0.5177 -3.0728 -1.3395 -0.071 0.315 0.280
H 1.5483 -2.6581 0.1261 -0.745 0.462 -0.648
H 0.6005 2.7535 -0.7060 0.255 0.616 1.506
H 1.6577 2.7859 0.9089 -1.811 0.364 -0.422
```
Positions in Å, forces in eV/Å.

Results
- Kohn-Sham gap: 0.380 Eh
- HOMO level: -0.53450 Ha
- Charge: +1

***

Entry 9:
Below is 2 unconnected molecules or ions with the total composition C4H11PS at a distorted geometry, with properties calculated with ωB97M-V/def2-TZVPD.

Structure (XYZ):
```
17
Properties=species:S:1:pos:R:3:forces:R:3
C 0.7531 -1.1555 0.8713 1.585 -3.396 -1.377
C 1.0660 1.2828 -0.3483 1.460 1.321 -1.963
C -0.2659 -0.6798 -1.7856 -1.646 3.783 -0.572
C -2.3352 0.2775 -0.9468 2.696 -0.170 -1.903
P 1.2473 -0.5581 -0.7643 -0.298 1.178 -0.471
S -2.9990 -0.3303 0.5059 -0.771 -0.932 0.671
H 1.1090 -0.4588 1.4991 1.211 2.579 2.491
H 1.2745 -2.1012 1.1763 -0.503 0.623 -0.540
H -0.2543 -1.2694 1.0284 -2.476 -0.240 0.186
H -0.0036 1.5181 -0.4347 0.393 0.200 0.908
H 1.5363 1.9280 -1.1599 -0.713 -1.134 0.017
H 1.7135 1.7845 0.4206 -1.218 -1.215 0.358
H -0.2675 0.0971 -2.6724 0.283 -1.362 1.818
H -0.5978 -1.5835 -2.2219 -0.218 -1.215 0.061
H -2.0137 1.3295 -0.8741 -0.367 -0.692 -0.448
H -2.8799 -0.0270 -1.8614 0.331 0.410 0.789
H -2.5337 0.5473 1.3903 0.251 0.261 -0.025
```
Positions in Å, forces in eV/Å.

Results
- Kohn-Sham gap (spin up / spin down): 0.277 / 0.276 Eh
- HOMO level (spin up / spin down): -0.26527 / -0.26544 Ha

***

Entry 10:
Below is 2 unconnected molecules or ions with the total composition C4H11PS2 at a distorted geometry, with properties calculated with ωB97M-V/def2-TZVPD.

Structure (XYZ):
```
18
Properties=species:S:1:pos:R:3:forces:R:3
C 2.5770 -1.0050 0.9867 0.187 -0.537 0.439
P 1.5749 0.1697 -0.0886 0.938 0.124 -0.175
S 1.8319 -0.7406 -2.0349 1.732 -0.178 0.997
S 3.0967 1.6935 -0.3703 0.186 -0.542 0.787
H 2.8767 -0.5957 2.0217 -0.566 -0.342 -1.744
H 1.9061 -1.9309 1.1732 1.254 1.427 -0.501
H 3.5034 -1.2501 0.3862 -0.957 -0.118 0.957
H 0.5760 -0.6355 -2.1893 -2.217 -0.033 -0.600
H 2.3452 2.5116 -1.0921 -0.373 0.151 -0.186
C -2.7617 0.7353 1.3357 0.475 0.519 -1.513
C -1.9019 0.6686 0.3020 -0.295 -0.010 0.989
C -2.0453 -0.4033 -0.7564 2.403 -1.862 3.187
H -3.6227 0.1002 1.1961 -0.255 -0.203 0.798
H -2.7365 1.5121 2.1058 0.019 -0.439 -0.277
H -1.0670 1.3933 0.2321 -0.507 -0.734 -0.024
H -2.9786 -0.8127 -0.9036 -2.484 -0.660 0.379
H -1.3689 -1.3476 -0.6446 -0.796 1.697 0.320
H -1.8054 -0.0631 -1.6598 1.255 1.740 -3.834
```
Positions in Å, forces in eV/Å.

Results
- Kohn-Sham gap: 0.349 Eh
- HOMO level: -0.32299 Ha
- SMILES: CP(S)S.C=CC

***

Entry 11:
Below is 2 unconnected molecules or ions with the total composition C4H11S2 at a distorted geometry, with properties calculated with ωB97M-V/def2-TZVPD.

Structure (XYZ):
```
17
Properties=species:S:1:pos:R:3:forces:R:3
C 1.7633 1.1611 0.1861 -0.903 -0.085 -0.173
S 1.7963 2.9645 -0.2526 0.228 -0.964 -0.692
C 0.0644 2.9943 -0.7627 -0.990 0.577 -0.076
H 1.2427 1.1620 1.1464 0.826 -0.579 0.299
H 1.0335 0.6462 -0.4415 0.130 0.240 -0.337
H 2.6381 0.4883 0.0487 -0.218 1.128 0.640
H -0.2835 2.0808 -1.2549 0.488 -0.072 0.175
H -0.1725 3.7941 -1.4926 0.423 -0.101 0.579
H -0.5615 3.1347 0.1338 0.059 0.009 -0.388
C -1.6140 -2.3247 -0.0861 -1.057 0.574 -0.182
C -0.4292 -2.3691 0.8536 1.618 -0.021 -0.184
S 1.1650 -2.0909 -0.1407 -0.706 -0.678 0.718
H -1.3885 -2.4922 -1.1432 0.552 -0.601 0.304
H -2.4036 -3.0489 0.2080 0.067 0.584 -0.100
H -2.0050 -1.2890 -0.1785 -0.217 -0.455 0.547
H -0.3825 -1.5964 1.6064 -0.595 0.929 -0.108
H -0.4630 -3.2145 1.5698 0.296 -0.486 -1.022
```
Positions in Å, forces in eV/Å.

Results
- Kohn-Sham gap: 0.206 Eh
- HOMO level: -0.09001 Ha
- Charge: -1

***

Entry 12:
Below is 2 unconnected molecules or ions with the total composition C4H11S2 at a distorted geometry, with properties calculated with ωB97M-V/def2-TZVPD.

Structure (XYZ):
```
17
Properties=species:S:1:pos:R:3:forces:R:3
C 2.2110 -0.1836 1.8667 0.071 -0.624 -0.499
S 2.4550 -1.0553 0.2814 -0.567 0.359 0.065
C 2.0131 0.3550 -0.7825 -0.705 -0.801 0.193
H 1.3026 0.4029 1.8177 -0.073 0.261 -0.098
H 2.0313 -0.9343 2.6322 0.332 0.000 0.115
H 3.0996 0.4145 2.0454 -0.137 0.152 0.385
H 1.8472 0.0012 -1.8005 0.278 0.065 0.056
H 2.7981 1.0606 -0.7003 0.807 0.821 -0.346
H 1.0893 0.8353 -0.4561 -0.071 -0.268 0.111
C -2.4815 0.5969 -0.9826 -0.982 -0.674 -0.225
C -2.1587 -0.7436 -0.3322 0.618 -0.213 -0.306
S -3.1915 -1.2685 1.0492 -0.056 0.224 0.226
H -2.4080 1.4073 -0.2659 0.150 0.192 0.103
H -1.8531 0.7541 -1.8543 0.396 0.295 -0.172
H -3.5124 0.5769 -1.3513 -0.050 0.118 0.098
H -2.1459 -1.5517 -1.0728 -0.289 0.198 -0.310
H -1.0959 -0.6675 -0.0940 0.278 -0.104 0.605
```
Positions in Å, forces in eV/Å.

Results
- Kohn-Sham gap: 0.188 Eh
- HOMO level: -0.07829 Ha
- Charge: -1